Formula: C18H32O14
Source: the Open Molecules 2025 dataset
Level of theory: wB97M-V/def2-TZVPD

Structure (XYZ):
```
64
Properties=species:S:1:pos:R:3:forces:R:3
C 17.10974 -17.48619 -4.68006 0.0855 0.4161 -0.5960
O 17.92346 -16.42061 -5.17457 0.2984 0.3372 0.0467
H 16.55994 -17.93129 -5.51108 0.1142 -0.3717 0.0610
H 17.83673 -18.15295 -4.23164 -0.3359 -0.4024 0.0311
H 16.34816 -17.18583 -3.95814 0.1835 0.2713 0.1263
H 17.42488 -15.68202 -5.54452 -0.4626 -0.3002 0.1783
C 20.71337 -15.43573 -5.17161 -0.6014 1.1040 0.6476
O 20.55319 -15.90774 -6.50520 -0.0912 -0.3112 0.6571
H 21.71111 -15.09913 -4.88894 0.2830 -0.2513 -0.7708
H 20.06170 -14.55873 -5.05680 0.1334 0.0424 0.2015
H 20.38950 -16.12168 -4.38399 0.0013 -0.4185 -0.3794
H 19.62872 -16.21040 -6.46791 0.2504 -0.1861 -0.2388
C 18.83735 -14.35524 -9.67788 0.8696 1.8383 0.0500
C 17.56800 -13.81989 -9.05722 -0.4819 -0.1769 0.2760
C 16.71057 -14.91063 -8.36150 1.0426 -0.0908 -0.9893
O 16.69689 -14.51403 -6.99683 -0.8750 -0.6298 -0.2260
C 17.28384 -13.31737 -6.85097 0.2182 0.8755 0.2833
O 17.28999 -12.68364 -5.84772 0.0172 -0.1946 0.3756
O 17.86110 -12.91698 -7.98231 0.3817 -0.0566 -0.2596
H 18.68872 -14.78783 -10.66331 -0.0941 -0.5930 0.2546
H 19.47337 -14.88034 -8.96260 -0.4946 -0.7519 -0.1298
H 19.48551 -13.48644 -9.86738 -0.2720 0.0796 -0.2145
H 16.95728 -13.20289 -9.71887 0.1747 -0.3724 -0.4339
H 17.22508 -15.86467 -8.46927 -0.0282 -0.1261 0.3572
H 15.74682 -15.02258 -8.85596 -0.3869 0.2574 0.7019
C 19.96875 -16.00316 -1.07025 -0.4276 0.7941 -0.1198
C 20.20233 -17.48765 -1.17678 1.7728 0.8884 0.0160
C 20.06263 -18.31095 0.08140 -0.6264 -1.7684 0.5924
O 19.02305 -19.26564 -0.27343 0.1778 0.4161 -0.1171
C 18.70536 -19.13102 -1.58705 -0.3085 -0.4944 1.0172
O 17.90942 -19.82753 -2.12763 0.0068 -0.1203 -0.3987
O 19.36140 -18.11445 -2.13845 -0.1271 0.3746 -0.1284
H 20.03625 -15.54364 -2.05845 -0.3305 -0.1502 -0.0627
H 20.71846 -15.45036 -0.49916 0.2542 -0.5905 0.2102
H 19.01850 -15.73660 -0.60104 -0.1447 -0.1918 -0.2222
H 21.22497 -17.61451 -1.54424 -0.0704 -0.0400 -0.0985
H 19.77295 -17.86335 1.03199 -0.2199 0.6193 -0.3794
H 20.93525 -18.92149 0.32577 0.1753 0.2272 -0.2923
C 16.22511 -16.41637 0.62283 0.0232 -0.7834 -0.5575
C 15.75801 -16.58612 -0.82738 1.1240 -0.1061 1.3835
C 15.42205 -17.99730 -1.30585 -0.0448 0.6846 -0.9025
O 14.28850 -17.71775 -2.15672 -0.4666 -0.3110 -0.0084
C 13.86658 -16.42569 -2.02036 1.1976 -1.1792 0.3477
O 13.09649 -15.87761 -2.71706 -0.7750 0.3198 -0.0234
O 14.54684 -15.89312 -0.97540 -0.5695 1.0475 -0.2265
H 17.14814 -16.98474 0.77120 0.0922 0.1347 -0.0592
H 15.50432 -16.84662 1.31755 -0.1637 0.2531 0.0121
H 16.40945 -15.36375 0.81862 -0.0723 0.0108 0.1788
H 16.52949 -16.11710 -1.45096 -0.2062 -0.0990 -0.3153
H 15.23764 -18.72324 -0.51364 -0.5261 0.1357 0.0134
H 16.15787 -18.41276 -1.98526 0.2348 -0.0322 0.2453
C 15.26310 -18.77752 -9.17295 0.0557 0.7894 -1.2154
C 14.04626 -18.13070 -8.54538 -0.0442 -0.8690 0.2090
C 13.00484 -19.16144 -8.05938 0.0147 -0.1454 -0.4252
O 12.71637 -18.75865 -6.72767 -0.2858 -0.3423 -0.1333
C 13.61269 -17.84332 -6.30958 -0.1907 0.2545 -0.3744
O 13.65696 -17.37938 -5.22720 0.1691 0.0037 0.3659
O 14.42586 -17.48771 -7.33464 0.2932 0.2050 0.1772
H 15.63663 -19.64979 -8.64588 -0.0410 0.0602 0.1816
H 16.05062 -18.03392 -9.31419 0.1407 -0.0240 0.5082
H 15.06272 -19.03098 -10.22054 -0.3236 -0.4070 0.2114
H 13.57829 -17.38029 -9.18652 0.1598 -0.0415 -0.0948
H 13.37892 -20.18795 -8.07396 0.3011 0.0983 0.2591
H 12.10537 -19.19633 -8.67346 -0.1581 0.3902 0.2158
```
Forces are in eV/Å.

The energy relative to the best compared isomer or geometry (same formula, charge and spin) comes out at 10.26 kcal/mol. The strongest force on any atom comes out at 2.03 eV Å⁻¹. The calculation puts the gap between HOMO and LUMO at 10.323 eV. Its spin multiplicity is 1. The total charge is 0. Its SMILES is C[C@H]1COC(=O)O1.C[C@H]1COC(=O)O1.C[C@H]1COC(=O)O1.C[C@H]1COC(=O)O1.CO.CO. As for the LUMO energy: 0.4 eV.

Formula: C18H33B2Cl2F2MgN2Na2O15V
Source: the Open Molecules 2025 dataset
Level of theory: wB97M-V/def2-TZVPD

Structure (XYZ):
```
78
Properties=species:S:1:pos:R:3:forces:R:3
C 0.89357 1.28312 -0.10546 0.1050 0.0973 -0.2561
O 1.32247 2.59962 0.30690 -0.5398 -0.5453 -0.1416
B 2.06842 2.65149 1.43244 0.9438 0.8289 0.6755
O 3.29885 2.04646 1.56519 -0.3172 -0.9616 0.3708
C 1.52935 3.48675 2.63566 -0.1364 0.1634 -0.7690
N 0.86099 2.58402 3.62159 -1.0484 -1.1120 -1.1910
C 1.48256 2.89979 4.60033 0.1203 1.5541 -0.4210
O 1.78912 2.94548 5.73566 1.3926 -0.3922 1.3389
H 1.72260 0.60106 -0.25405 0.2576 -0.0543 0.0162
H 0.37448 1.37017 -1.04025 -0.2531 0.1152 -0.3950
H 0.20973 0.85028 0.61492 -0.1367 -0.0209 0.2331
H 3.29139 1.21484 1.07119 0.4585 0.0347 -0.2989
H 0.80728 4.22063 2.30497 -0.1010 0.4514 0.4569
C 4.01496 -4.94112 -0.11424 0.2418 0.1123 0.3325
C 2.93009 -3.91418 0.06463 0.2830 -0.2245 -0.2046
C 3.03648 -2.69510 -0.82286 -0.1619 -0.0460 -0.0759
O 2.36436 -1.69357 -0.02060 0.1776 0.0169 -0.1374
C 2.49850 -2.05516 1.26276 -0.0465 -0.1667 0.0844
O 2.20987 -1.34693 2.19012 0.1046 0.4039 0.2462
O 2.99049 -3.28833 1.38041 -0.1351 -0.0514 -0.0898
H 3.98415 -5.67161 0.69208 -0.1032 -0.0807 -0.0564
H 3.89223 -5.46075 -1.06277 -0.0513 0.0032 -0.0181
H 5.00116 -4.47629 -0.09262 -0.0008 0.0363 -0.0532
H 1.94877 -4.38310 -0.02791 -0.0719 0.1027 0.0701
H 2.54585 -2.81120 -1.78386 -0.1844 0.1573 0.0530
H 4.06713 -2.37315 -0.97860 0.0413 -0.0546 0.0596
Na 0.40438 0.90133 5.06633 -1.7441 -0.8038 0.1819
B 1.89612 4.49490 -3.34950 -1.2365 -0.7403 -1.2610
O 0.49588 4.41674 -2.97461 0.4301 -0.0883 0.0687
C 0.09370 3.15614 -3.14300 0.0379 -0.0896 0.0240
O -0.98605 2.71492 -2.91264 -0.3449 -0.0306 0.1749
C 1.29942 2.33170 -3.65434 -0.0067 -0.3265 0.0254
O 1.31382 1.16913 -3.89463 -0.0612 -0.0083 0.0583
O 2.34147 3.16442 -3.73619 0.2207 0.4052 0.3262
F 2.68820 4.89539 -2.15554 1.4077 0.6515 0.7462
F 2.16642 5.41467 -4.31922 0.5757 0.5397 0.2899
Cl 6.54541 1.65574 -0.36463 -0.0706 0.0969 0.0374
C 6.50758 2.79571 1.01252 -0.1082 0.1036 -0.0911
C 7.67072 3.75356 0.99424 0.0822 0.0313 0.0905
Cl 9.20970 2.93677 1.32001 0.0159 -0.0144 -0.0335
H 6.49156 2.21629 1.93030 0.0512 -0.0808 -0.0150
H 5.56739 3.34028 0.93750 -0.0234 -0.0063 0.0559
H 7.53507 4.50500 1.77099 -0.0338 -0.0066 0.0230
H 7.75668 4.25949 0.03385 0.0321 -0.0423 -0.0410
C -4.45785 -0.46375 7.73242 0.1211 0.0757 -0.0184
C -3.91934 -0.02126 6.39418 0.0621 0.0810 0.0038
O -2.87470 0.62860 6.29899 0.5391 -0.0307 0.0255
N -4.61233 -0.34768 5.29412 -0.0069 -0.0315 -0.1444
C -5.85494 -1.09740 5.20311 0.1697 0.1500 -0.2758
H -3.78556 -0.11772 8.51026 0.0442 0.0418 -0.0214
H -5.44416 -0.03652 7.90941 -0.0547 -0.0905 0.0091
H -4.52000 -1.55067 7.78111 -0.1136 -0.0064 0.0116
H -4.19349 -0.01070 4.43381 -0.0918 -0.0637 0.0270
H -5.70215 -1.98728 4.59241 -0.0674 -0.0518 0.0541
H -6.61908 -0.48157 4.72943 -0.0816 -0.0465 0.0579
H -6.20330 -1.39880 6.18394 0.0177 0.0117 0.0366
O -1.92198 -0.32049 -1.25455 -1.1554 0.0687 -1.3211
V -3.41467 0.42087 -1.30306 0.5142 1.0839 3.7707
O -4.90638 1.07335 -1.55229 1.2466 -1.0727 -1.0184
Na 3.65095 0.97337 5.39406 0.3842 0.3157 -0.0549
O -2.70938 0.43768 2.07237 -0.2966 -0.0475 -1.2108
H -1.88633 0.94224 2.14634 -0.0935 0.0780 -0.2280
C -2.78704 -2.14566 -4.92690 -0.1498 0.0733 0.1203
C -3.13830 -3.15435 -6.00925 0.0415 0.0775 -0.0682
O -4.05797 -4.14148 -5.59291 0.0676 -0.1406 0.0821
C -5.33250 -3.67270 -5.19399 -0.1583 0.0483 -0.0204
C -6.09788 -2.95625 -6.29361 0.1625 0.0960 -0.0477
H -2.47442 -2.65747 -4.01457 0.0625 -0.0289 -0.0262
H -1.97790 -1.49625 -5.26181 0.0187 -0.0078 -0.0083
H -3.64224 -1.51090 -4.67761 0.0174 0.0326 -0.0573
H -2.23882 -3.69633 -6.29917 -0.0237 -0.0835 0.0046
H -3.50102 -2.64398 -6.90813 -0.0022 0.0546 0.0320
H -5.24610 -3.03393 -4.30538 -0.0077 0.0258 -0.0244
H -5.88462 -4.56032 -4.88802 0.0690 -0.0642 -0.0006
H -5.63191 -2.00685 -6.56258 -0.0347 0.0307 0.0253
H -7.11576 -2.74392 -5.96818 -0.0197 -0.0239 0.0122
H -6.13603 -3.57082 -7.19285 -0.0498 -0.0488 0.0177
Mg 4.50490 5.58350 -2.20819 -1.1929 -0.4643 -0.2341
```
Forces are in eV/Å.

The energy relative to the best compared isomer or geometry (same formula, charge and spin) comes out at 0.00 kcal/mol. The strongest force on any atom comes out at 3.96 eV Å⁻¹. The calculation puts the gap between HOMO and LUMO at 2.230 eV. Its spin multiplicity is 1. The total charge is +2. As for the LUMO energy: -9.6 eV.

Formula: C18H33Br15O11P2S
Source: the Open Molecules 2025 dataset
Level of theory: wB97M-V/def2-TZVPD

Structure (XYZ):
```
80
Properties=species:S:1:pos:R:3:forces:R:3
C -5.37784 -1.60312 3.85401 0.1143 -0.0470 -0.0958
C -5.59967 -2.79758 2.91072 -0.2726 0.0542 0.0051
C -6.71239 -2.56218 1.88530 0.2315 0.0662 0.0396
C -6.42783 -1.39460 0.95121 -0.1450 -0.1893 0.0668
O -5.80275 -1.92503 -0.23961 -0.4040 0.2659 0.1238
C -5.76267 -1.10800 -1.33055 0.5655 -0.3255 -0.3396
P -4.91302 -2.12159 -2.66110 0.0688 0.1091 -0.3195
O -4.87384 -1.44130 -3.94849 -0.0162 0.0959 0.0748
O -3.46810 -2.57744 -2.12057 -0.3708 -0.0715 0.3856
O -5.71136 -3.48570 -2.58699 0.0895 0.1156 -0.0096
O -7.07293 -0.83356 -1.92745 0.0941 -0.0692 -0.0061
S -7.06416 0.61544 -2.63478 -0.2404 0.1707 0.1667
O -7.27959 0.49970 -4.02294 0.0730 0.0222 0.0165
O -7.87605 1.46539 -1.83217 0.0048 -0.0183 -0.0470
O -5.52643 0.95503 -2.34699 -0.0453 -0.1728 -0.0541
C -5.23545 0.30573 -1.09198 -0.1313 0.2108 0.6440
C -3.80932 0.40719 -0.57101 0.2273 0.0758 -0.6556
C -2.99094 1.56613 -1.15909 0.0331 0.1657 0.0949
C -1.49148 1.26586 -1.28044 0.0076 0.1110 -0.0957
P -0.71304 0.92382 0.30681 -0.4295 0.3733 0.3166
O -0.89883 2.04635 1.23290 0.0803 -0.0168 -0.0198
O 0.80081 0.53713 -0.01859 -0.1849 0.1213 0.0809
C 1.80198 1.55736 0.15784 0.6345 0.6798 -0.0366
C 2.21735 1.80542 1.61492 -0.7618 0.8645 -0.0079
O -1.35329 -0.41411 0.88018 0.4873 -0.1251 -0.2736
C -0.97644 -1.71619 0.37857 -0.3032 -0.2282 0.1463
C -0.02254 -2.40282 1.33238 -0.1311 0.1222 -0.0591
H -5.25708 -1.94136 4.88225 0.0264 0.0664 0.0158
H -6.22217 -0.91093 3.82759 -0.0338 -0.0420 0.0673
H -4.48520 -1.03220 3.59462 -0.0231 0.0183 -0.0106
H -4.67995 -3.04719 2.37641 0.0388 -0.0507 0.0908
H -5.88318 -3.66765 3.50499 0.1140 -0.0801 -0.0690
H -7.65413 -2.37623 2.40599 0.0121 -0.0090 0.0170
H -6.84101 -3.45879 1.27639 -0.1454 0.0437 -0.0323
H -7.34869 -0.88055 0.67233 0.0419 0.0310 -0.0734
H -5.74224 -0.69263 1.43294 -0.0567 0.1082 -0.0744
H -2.83591 -1.86650 -2.25745 0.2853 0.0125 -0.1918
H -5.16521 -4.22047 -2.29341 -0.0054 -0.1912 0.1002
H -5.89171 0.78891 -0.36022 -0.0621 -0.1393 0.0245
H -3.28857 -0.53396 -0.75099 -0.0412 0.0083 0.0211
H -3.86042 0.51500 0.51156 0.0112 -0.1291 0.0142
H -3.09340 2.44979 -0.52710 -0.0990 -0.0163 -0.0026
H -3.37176 1.84330 -2.14149 0.0334 -0.0989 -0.0306
H -1.27781 0.50529 -2.03747 -0.0217 -0.1068 0.1174
H -1.00112 2.18428 -1.61793 0.0966 -0.0840 -0.0764
H 1.48706 2.51264 -0.26566 -0.3126 -0.1730 -0.1500
H 2.66003 1.23006 -0.43288 -0.3486 0.1634 -0.1381
H 1.74898 1.08221 2.27873 0.2343 -0.1065 0.0465
H 1.83393 2.78367 1.90860 -0.0872 -0.0779 0.1171
H 3.29564 1.84374 1.74184 0.0099 -0.2044 0.0113
H -1.90805 -2.28296 0.32276 -0.0236 0.0569 -0.0693
H -0.56411 -1.64048 -0.63137 0.0651 0.0557 0.0314
H 0.00068 -3.47188 1.11740 0.1024 0.0127 -0.0198
H 0.97910 -1.98922 1.25045 0.0464 -0.0198 0.0446
H -0.38940 -2.26220 2.34951 0.0406 -0.0546 0.0155
C 4.72611 -2.04544 1.03347 -0.0026 0.0512 0.0601
Br 3.47535 -0.62213 0.69931 0.8055 -1.3335 0.0687
Br 4.15975 -3.71164 0.25134 -0.0177 0.0090 -0.0242
Br 6.47819 -1.52534 0.45723 -0.0228 -0.3264 -0.0022
H 4.76833 -2.19938 2.10270 -0.0067 0.0008 -0.0017
C 8.79447 -1.59235 -3.06875 -0.0174 -0.0197 0.0298
Br 9.84356 -1.22088 -4.63470 0.0183 0.0113 -0.0092
Br 9.82755 -1.38714 -1.45448 0.0175 0.0042 0.0223
Br 7.20369 -0.52713 -3.01040 -0.0432 0.0950 -0.0820
H 8.49164 -2.62820 -3.12259 0.0092 0.0008 0.0146
C 5.25703 1.49328 -6.22530 0.0241 0.0038 0.0001
Br 4.15492 2.20504 -4.81723 0.0003 0.0055 0.0289
Br 7.07895 2.07756 -6.05526 0.0219 0.0116 -0.0093
Br 5.12993 -0.42130 -6.30968 -0.0233 -0.0391 -0.0543
H 4.87969 1.88433 -7.15889 -0.0185 -0.0001 0.0122
C 7.23533 2.02953 2.87263 0.0064 0.0028 0.0102
Br 6.22799 3.63170 2.54934 -0.0944 0.0367 -0.0077
Br 6.12872 0.65473 3.64499 -0.0075 -0.0091 0.0042
Br 8.13753 1.44072 1.28411 0.1403 0.1664 0.0136
H 7.99583 2.27229 3.60131 -0.0118 0.0034 0.0044
C 9.30388 6.20444 3.99612 -0.0726 -0.0169 0.0248
Br 8.28562 7.27974 2.77319 -0.0079 0.0156 -0.0152
Br 9.86954 4.55864 3.17574 0.1095 -0.0364 -0.0256
Br 10.79117 7.17246 4.72835 0.0191 0.0119 0.0051
H 8.65070 5.94543 4.81702 0.0006 -0.0030 -0.0054
```
Forces are in eV/Å.

The energy relative to the best compared isomer or geometry (same formula, charge and spin) comes out at 0.00 kcal/mol. The strongest force on any atom comes out at 1.56 eV Å⁻¹. The calculation puts the gap between HOMO and LUMO at 9.984 eV. Its spin multiplicity is 1. The total charge is 0. As for the LUMO energy: -0.2 eV.